DFT (ωB97M-V with the def2-TZVPD basis set) results for one molecule with the formula C4H8O3.

```
15
Properties=species:S:1:pos:R:3:forces:R:3
C -2.85357 0.08877 -0.16498 -0.240 0.039 -0.089
O -1.62219 -0.12736 0.52425 0.148 0.011 -0.024
C -0.51878 -0.08021 -0.24062 0.094 -0.019 -0.293
O -0.53939 0.12130 -1.43339 -0.019 -0.077 0.485
C 0.72406 -0.30843 0.58073 0.061 0.043 0.003
C 1.98023 0.11296 -0.16318 -0.355 0.028 -0.247
O 3.05299 -0.02181 0.74984 0.291 0.076 -0.058
H -3.11267 -0.78512 -0.76852 0.054 0.116 0.049
H -3.60426 0.24548 0.60944 0.093 -0.029 -0.108
H -2.77851 0.96361 -0.81396 -0.040 -0.113 0.078
H 0.64081 0.24178 1.52310 0.000 -0.045 -0.129
H 0.78520 -1.36963 0.84930 -0.058 0.114 -0.055
H 2.12065 -0.51646 -1.05343 -0.016 0.090 0.170
H 1.86900 1.15030 -0.51354 0.055 -0.162 0.106
H 3.85643 0.28483 0.31498 -0.068 -0.075 0.110
```
Positions in Å, forces in eV/Å.

HOMO   -10.48 eV
SMILES   COC(=O)CCO
Relative energy (zero: lowest compared OMol25 entry of this formula, charge and spin)   20.4 kcal/mol
M   104.1 g/mol
Charge   0
E_tot   -382.9323 Ha
2S+1   1